The following is a DFT calculation (ωB97M-V with the def2-TZVPD basis set) of a molecular structure, C11H13N7O4Pt.

The calculation puts the highest occupied orbital energy (alpha / beta) at -5.8 / -8.3 eV. The energy above the lowest of the compared OMol25 structures with the same formula, charge and spin is 0.586 eV. The expectation value of S² is 2.029. Its multiplicity is 3. The value obtained for the HOMO-LUMO gap (alpha / beta) is 0.1990 / 0.2564 hartree.

```
36
Properties=species:S:1:pos:R:3:nbo_charge:R:1
Pt -0.48905 0.55897 -1.10318 0.906
N -1.41978 2.35803 -1.69794 -0.629
N -0.69394 3.57522 -1.64287 -0.446
C 0.22186 3.78186 -0.63163 0.609
N 0.75603 5.00648 -0.60660 -0.787
N 0.42758 2.75475 0.15304 -0.480
N 1.42516 2.85065 1.11917 0.632
O 1.60062 1.85003 1.75950 -0.322
O 2.04021 3.90530 1.28864 -0.459
H -1.74110 2.25333 -2.65445 0.403
H -2.22251 2.35871 -1.04219 0.440
H -1.22655 4.38544 -1.92121 0.386
H 0.67337 5.60334 -1.41028 0.403
H 1.48680 5.15416 0.07638 0.453
N -2.90917 1.13834 0.39437 -0.792
C -1.95613 0.32004 0.25572 0.375
H -3.56125 0.85503 1.12618 0.365
O -1.86449 -0.83280 1.00194 -0.485
C -0.74997 -1.56600 0.71203 0.474
N 0.03835 -1.16261 -0.31114 -0.600
C 1.16136 -1.99630 -0.39991 0.594
O 2.06265 -1.87124 -1.21615 -0.606
C 0.96104 -2.99772 0.65806 -0.160
C 1.74610 -4.08185 1.02746 -0.153
C 1.33430 -4.86317 2.08944 -0.241
C 0.14194 -4.56605 2.78458 -0.210
C -0.65124 -3.49949 2.43485 -0.214
C -0.23816 -2.70008 1.35352 -0.091
H 2.66034 -4.29569 0.48881 0.225
H 1.92954 -5.71232 2.39767 0.210
H -0.15354 -5.19610 3.61386 0.210
H -1.56380 -3.28099 2.97326 0.215
C 0.08387 0.02617 -3.03876 -0.853
H 0.15156 -1.04747 -3.17158 0.228
H 1.09332 0.45613 -3.06263 0.225
H -0.55530 0.47791 -3.79798 0.176
```